1.
Below is C16H15BrN2O4 in the gas phase in a non-equilibrium geometry, with properties calculated with ωB97M-V/def2-TZVPD.

```
38
Properties=species:S:1:pos:R:3:forces:R:3:mulliken_charge:R:1
N 2.89341 -0.31386 0.53311 0.121 0.064 0.076 -0.55
C 1.79843 -0.51996 0.24492 0.717 0.292 0.344 -0.11
C 0.50961 -0.88513 -0.17227 -1.308 -0.062 -0.387 0.33
C -0.62183 -0.15676 -0.05015 0.456 -0.589 -0.142 -0.41
C -0.80371 1.15340 0.52187 -0.325 0.490 0.236 1.27
C 0.29083 2.02037 0.72532 0.017 0.365 0.121 -1.50
C 0.05643 3.26071 1.25047 -0.632 -0.092 0.066 0.78
C -1.23434 3.68649 1.59250 0.535 -0.475 -0.254 0.83
C -2.32296 2.87018 1.40994 0.087 0.290 0.087 -0.84
C -2.08474 1.60967 0.86734 0.126 -0.219 -0.072 -0.05
Br -3.61166 0.50132 0.65540 0.032 0.046 0.004 -0.22
O -1.18162 4.94932 2.08545 -0.448 -0.304 -0.070 -0.46
C 0.18264 5.32403 2.05481 0.547 1.115 0.383 -0.24
O 0.94258 4.26000 1.52301 0.141 -0.345 -0.169 -0.49
C 0.39833 -2.22758 -0.85424 0.081 0.066 0.173 0.36
O -0.54976 -2.49908 -1.56181 -0.262 -0.056 -0.149 -0.69
N 1.41453 -3.07113 -0.59387 0.315 -0.087 0.096 -0.20
C 1.57716 -4.33957 -1.25708 0.325 -0.240 -0.223 -1.03
C 2.86771 -4.33886 -2.09444 -0.529 -0.189 -0.170 0.12
C 2.84406 -3.31404 -3.23820 0.138 -0.067 0.164 -0.53
C 4.26835 -2.76312 -3.23280 -0.003 -0.118 0.206 -0.64
C 4.61701 -2.84287 -1.74850 0.224 0.395 -0.145 -0.18
O 3.97725 -4.01181 -1.26382 -0.153 -0.139 0.192 -0.50
H -1.50839 -0.64931 -0.43568 0.105 -0.012 -0.027 0.48
H 1.28842 1.71882 0.45921 0.128 0.059 -0.017 0.43
H -3.31767 3.18928 1.67176 -0.099 0.014 0.023 0.49
H 0.30326 6.21785 1.42380 -0.070 -0.262 0.083 0.25
H 0.52416 5.54936 3.07692 -0.110 -0.141 -0.221 0.26
H 2.19521 -2.77819 -0.02403 -0.109 0.086 -0.015 0.26
H 1.63803 -5.13468 -0.50827 -0.077 0.016 -0.096 0.38
H 0.70721 -4.50063 -1.89620 0.072 -0.058 0.086 0.43
H 3.02807 -5.35623 -2.47735 -0.049 0.118 0.023 0.36
H 2.12920 -2.52102 -3.01347 -0.033 0.010 -0.033 0.13
H 2.56757 -3.77151 -4.18485 -0.068 -0.005 -0.025 0.42
H 4.92842 -3.41309 -3.80813 0.045 0.026 -0.029 0.28
H 4.33678 -1.75005 -3.62102 0.041 0.039 -0.050 0.37
H 4.24727 -1.95612 -1.21285 0.072 -0.095 -0.059 0.06
H 5.68616 -2.94750 -1.55577 -0.052 0.061 -0.008 0.33
```
Positions in Å, forces in eV/Å.

Calculated values
SMILES: N#C/C(=C\c1cc2c(cc1Br)OCO2)C(=O)NC[C@H]1CCCO1
HOMO-LUMO gap: 7.8 eV



2.
Below is C16H15BrN4O in the gas phase in a non-equilibrium geometry, with properties calculated with ωB97M-V/def2-TZVPD.

```
37
Properties=species:S:1:pos:R:3:forces:R:3:mulliken_charge:R:1
C -5.00852 -3.50228 -0.13476 0.011 -0.018 0.041 -1.41
C -4.22241 -2.23966 0.04087 0.007 0.062 -0.022 1.13
C -4.83371 -0.99408 -0.04050 0.011 -0.121 -0.001 -0.65
C -4.10566 0.16696 0.13182 0.257 0.069 0.059 -0.78
C -2.74035 0.09697 0.39270 -0.338 -0.493 -0.058 0.37
C -1.96526 1.30560 0.55367 0.866 0.613 0.186 0.36
N -2.44978 2.56199 0.43076 -0.715 -0.345 -0.168 -0.29
N -1.46225 3.36136 0.60391 0.486 1.078 0.033 -0.95
N -0.40444 2.62521 0.83446 -0.652 -0.470 0.288 1.05
C 0.92897 3.12324 0.97035 0.610 0.190 -0.313 -0.65
C 1.53164 3.36970 -0.43414 0.060 0.211 0.218 -0.57
O 1.01610 2.49297 -1.40657 -0.080 -0.160 -0.134 -0.51
C 1.20356 1.14730 -1.29158 0.101 -0.457 -0.241 0.41
C 0.35101 0.35108 -2.05831 0.104 0.236 0.023 -0.29
C 0.44535 -1.02302 -2.00559 0.027 0.152 0.009 -0.47
C 1.39087 -1.63566 -1.19775 0.154 -0.124 0.148 -0.60
C 2.24157 -0.83512 -0.46203 0.068 -0.153 0.083 -0.12
Br 3.55933 -1.64512 0.65188 -0.139 0.083 -0.115 -0.21
C 2.17008 0.54690 -0.49506 0.052 0.268 -0.087 -0.19
N -0.66182 1.33618 0.81618 -0.350 -0.480 0.124 -0.46
C -2.11775 -1.14724 0.47719 -0.064 0.169 0.014 -0.52
C -2.85577 -2.29848 0.30158 -0.080 0.017 -0.010 -0.78
H -5.07664 -4.03554 0.81346 -0.057 -0.083 0.021 0.30
H -6.01606 -3.29049 -0.48318 -0.070 -0.044 -0.026 0.35
H -4.51965 -4.16123 -0.85046 -0.030 -0.078 -0.046 0.34
H -5.89363 -0.93370 -0.24235 -0.099 -0.007 -0.025 0.33
H -4.57679 1.13549 0.06648 -0.070 0.079 -0.015 0.51
H 0.90687 4.05838 1.53130 0.021 -0.113 -0.014 0.34
H 1.49107 2.36689 1.52086 -0.151 0.147 -0.018 0.38
H 2.62665 3.32675 -0.38401 -0.095 0.032 0.003 0.34
H 1.23169 4.35721 -0.79309 0.108 -0.120 0.102 0.40
H -0.38826 0.83828 -2.67345 -0.113 0.068 -0.065 0.47
H -0.23100 -1.62900 -2.58804 -0.077 -0.050 -0.068 0.43
H 1.46216 -2.71022 -1.14121 0.030 -0.074 0.008 0.44
H 2.86441 1.12677 0.09196 0.033 0.062 0.051 0.48
H -1.05812 -1.19046 0.67702 0.110 -0.039 0.008 0.61
H -2.37036 -3.26193 0.36707 0.062 -0.104 0.006 0.40
```
Positions in Å, forces in eV/Å.

Calculated values
Relative energy (zero: lowest compared OMol25 entry of this formula, charge and spin): 0.0 kJ/mol
SMILES: Cc1ccc(-c2nnn(CCOc3cccc(Br)c3)n2)cc1
HOMO-LUMO gap: 9.3 eV



3.
Below is a molecular structure, C16H15ClInS in a non-equilibrium geometry, with properties calculated with ωB97M-V/def2-TZVPD.

```
34
Properties=species:S:1:pos:R:3:forces:R:3:mulliken_charge:R:1
C -2.27284 -1.00530 -1.25089 0.208 0.263 0.085 -0.50
C -1.73290 -1.16558 -2.56918 -0.094 0.506 0.036 -0.76
C -1.54496 0.11284 -3.13448 -0.472 -0.359 0.470 -0.24
H -1.56683 -2.11690 -3.06445 0.193 0.188 0.202 0.36
C -1.96628 1.09182 -2.20538 -0.478 -0.477 0.453 -0.59
C -2.42769 0.43920 -1.02785 -0.217 -0.106 -1.009 -0.43
H -2.97381 0.89338 -0.19861 0.370 -0.150 -0.260 0.51
H -2.68691 -1.79260 -0.60541 0.170 0.396 -0.420 0.54
H -1.15632 0.31437 -4.12978 0.026 -0.074 0.336 0.44
H -1.98424 2.16626 -2.37103 0.182 -0.264 0.125 0.36
In -0.30732 -0.38303 -0.06020 0.908 0.697 -1.308 0.76
Cl 0.33901 -2.45839 0.77928 0.009 -0.275 0.410 -0.46
C 2.66032 0.10926 -0.93853 -1.005 0.264 -0.359 -0.65
C 2.31952 1.35252 -1.56227 -0.087 -0.573 -0.615 -0.54
C 1.90780 1.07513 -2.90139 0.426 -0.189 0.977 -0.50
H 2.36970 2.32868 -1.08105 -0.065 -0.254 -0.186 0.42
C 1.99397 -0.32433 -3.11573 0.241 0.051 1.022 -0.40
C 2.45005 -0.92950 -1.90552 -0.564 0.313 -0.324 -0.69
H 2.60730 -1.99452 -1.72011 -0.032 0.356 -0.150 0.38
H 3.04096 -0.02104 0.07342 0.015 0.009 -0.233 0.47
H 1.52407 1.80983 -3.60186 0.103 -0.083 0.029 0.42
H 1.68922 -0.85720 -4.00700 0.051 0.024 -0.001 0.45
S -0.10820 1.87457 0.88663 0.112 0.371 -0.661 -0.24
C -0.16692 1.00619 2.39721 0.069 -0.616 0.619 0.08
C 1.05246 0.54454 2.94535 -0.862 0.031 -0.137 -0.39
C 1.00989 -0.35114 3.99450 -0.302 -0.227 0.623 -0.39
C -0.21855 -0.75970 4.53928 -0.121 0.226 -0.412 -0.46
C -1.42357 -0.31873 3.96134 0.431 -0.351 0.677 -0.35
C -1.41307 0.56885 2.90188 0.827 0.002 -0.127 -0.37
H 1.98962 0.82204 2.46199 -0.284 0.007 0.171 0.39
H 1.94017 -0.76075 4.38626 -0.203 0.094 0.012 0.35
H -0.23879 -1.43795 5.39146 -0.004 0.073 -0.270 0.35
H -2.37181 -0.69890 4.33715 0.162 0.084 0.016 0.36
H -2.33306 0.86607 2.39495 0.287 0.041 0.210 0.35
```
Positions in Å, forces in eV/Å.

Calculated values
HOMO-LUMO gap: 5.9 eV
Net charge: -1



4.
Below is a molecular structure, C16H15ClN2O2PbSe in a non-equilibrium geometry, with properties calculated with ωB97M-V/def2-TZVPD.

```
38
Properties=species:S:1:pos:R:3:forces:R:3:mulliken_charge:R:1
Cl -3.11628 0.92437 -3.09178 1.202 0.510 0.003 -0.44
C 0.68031 -1.95037 -3.55925 -1.743 0.013 -1.037 -0.38
C 1.80214 -1.18869 -3.10921 1.113 1.997 -0.267 -0.40
C 1.64080 0.14647 -3.56224 0.833 -0.812 1.122 -0.69
H 2.66091 -1.60438 -2.56319 -0.463 0.352 -0.349 0.50
C 0.39072 0.23388 -4.26812 0.332 0.120 -0.246 0.33
C -0.17935 -1.08651 -4.27981 -0.318 -1.444 0.876 -0.56
H -1.10526 -1.35431 -4.80233 0.465 0.088 0.345 0.42
H 0.55490 -3.03045 -3.40036 -0.043 0.649 -0.175 0.49
H 2.34841 0.97528 -3.44519 -0.314 -0.461 -0.041 0.48
C -0.19398 1.45004 -4.88538 -0.170 0.103 0.310 -0.92
Pb -0.65332 0.38525 -1.72380 -1.730 -0.523 -1.685 1.43
C 0.31239 -1.99030 -0.07431 0.142 -1.317 2.390 0.12
C -3.12233 -0.54904 -1.30981 -1.604 -0.886 1.381 0.02
O 0.39470 -2.57004 0.90483 -0.147 1.268 -2.279 -0.12
O -4.19342 -0.81504 -1.00012 1.840 0.306 -0.519 -0.14
H 0.14146 2.36233 -4.38358 0.260 -0.049 -0.164 0.30
H -1.28721 1.45001 -4.82493 0.129 -0.217 -0.224 0.30
H 0.08612 1.52308 -5.94164 0.042 -0.040 -0.009 0.36
C -1.83407 1.43461 1.80581 -0.574 0.305 0.030 -0.76
N -0.48284 0.99432 2.04451 0.734 0.157 0.235 0.42
C 0.60175 1.30033 1.26115 -0.238 -1.527 1.770 -0.60
Se 0.63403 2.51595 -0.13463 0.249 -0.156 0.372 0.06
N 1.63996 0.60274 1.82899 -0.270 0.563 0.178 0.11
C 1.25764 0.02848 3.04817 1.190 0.218 -0.875 0.49
C 1.98771 -0.61537 4.03965 0.533 -0.523 0.587 -0.85
C 1.32320 -1.00582 5.21070 0.844 0.174 -0.838 -0.51
C -0.04871 -0.75459 5.35716 -0.806 0.506 -0.682 -0.72
C -0.76372 -0.11414 4.33349 -0.405 -0.334 0.748 -0.97
C -0.08561 0.27691 3.18473 -0.761 0.439 -0.662 1.45
H -2.39268 1.20458 2.71211 -0.189 0.221 -0.271 0.26
H -2.29605 0.91404 0.95792 0.127 -0.020 0.224 0.26
H -1.84184 2.50537 1.60447 -0.133 -0.043 0.125 0.39
H 2.57566 0.63925 1.46269 0.271 0.088 0.034 0.24
H 3.05218 -0.78763 3.87571 -0.267 -0.031 0.293 0.41
H 1.85752 -1.49903 6.03284 -0.119 0.261 -0.544 0.42
H -0.52518 -1.06341 6.29278 -0.053 0.233 -0.509 0.42
H -1.82062 0.11182 4.40197 0.041 -0.189 0.354 0.35
```
Positions in Å, forces in eV/Å.

Calculated values
HOMO-LUMO gap (alpha / beta): 4.2 / 6.2 eV
Net charge: +2



5.
Below is a molecular structure, C16H15ClN2O9Ru, with properties calculated with ωB97M-V/def2-TZVPD.

```
44
Properties=species:S:1:pos:R:3:forces:R:3:mulliken_spin:R:1
Ru -0.13652 -1.00490 0.81327 -0.611 0.057 0.617 0.89
O 2.22441 0.51587 3.21229 -0.087 -0.028 -0.077 0.00
C 1.95925 0.58167 2.01200 -0.046 -0.226 0.190 0.00
O 1.81382 -0.45307 1.24979 0.028 0.150 -0.217 -0.01
C 1.77312 1.95994 1.39142 0.122 0.023 -0.005 0.00
C 1.94026 1.98549 -0.13191 -0.033 0.045 -0.046 0.00
C 2.14277 3.43618 -0.59919 -0.032 -0.009 -0.008 0.00
C 0.70451 3.99996 -0.44933 0.027 -0.018 0.018 0.00
C -0.04197 2.75919 0.06830 0.041 0.012 -0.052 0.00
O 0.62458 1.69217 -0.60439 -0.031 0.148 -0.011 0.00
C 0.32031 2.52799 1.54439 -0.048 0.023 -0.024 0.01
C -0.67535 1.61579 2.26123 -0.021 0.001 0.139 0.00
O -1.00135 1.87736 3.40969 -0.022 -0.049 -0.070 0.01
O -1.17451 0.62559 1.57853 0.353 0.016 -0.468 0.03
H 2.48528 2.61346 1.89514 -0.028 0.038 -0.009 0.00
H 2.63806 1.25114 -0.52179 0.003 -0.020 0.002 0.00
H 2.47071 3.45595 -1.63843 -0.007 0.010 0.000 0.00
H 2.88031 3.96795 0.00278 -0.003 0.002 0.006 0.00
H 0.29959 4.31889 -1.40961 0.002 -0.010 -0.003 0.00
H 0.63993 4.83801 0.24534 0.005 0.008 -0.006 0.00
H -1.10624 2.71612 -0.14657 -0.009 0.009 -0.005 0.00
H 0.33143 3.46058 2.10518 0.022 -0.004 0.030 0.00
N -0.08749 -1.42208 2.87083 -0.097 0.036 -0.197 -0.01
N 0.42784 -2.72786 3.07294 -0.033 -0.018 0.090 0.00
C 0.81770 -3.42349 1.90529 0.102 0.034 -0.181 0.00
O 1.46684 -4.44203 2.01511 -0.039 0.000 0.034 0.00
O 0.35531 -2.91859 0.79680 0.192 -0.180 -0.067 0.05
H 0.49808 -0.73124 3.34625 0.073 0.017 -0.093 0.00
H -1.04123 -1.35349 3.21184 0.038 -0.019 0.181 0.00
H 1.13046 -2.77191 3.79564 -0.026 -0.021 0.018 0.00
Cl -3.30731 -3.29775 -5.39873 0.010 0.005 0.009 0.00
C -2.34990 -2.59314 -4.11744 0.003 -0.003 0.005 0.01
C -1.17215 -1.89339 -4.43957 0.017 0.011 0.001 0.00
C -0.40737 -1.33633 -3.45726 0.019 0.006 -0.046 0.00
C -0.75512 -1.43640 -2.07416 0.120 0.034 0.035 -0.01
O 0.03507 -0.91140 -1.22052 0.020 0.048 0.082 -0.01
C -1.96457 -2.13235 -1.78031 0.000 -0.084 -0.021 0.02
C -2.49977 -2.24324 -0.46258 -0.094 0.122 -0.018 0.01
O -2.07992 -1.72773 0.57451 0.139 -0.208 0.175 0.00
C -2.73243 -2.70825 -2.81700 -0.014 -0.025 -0.004 0.00
H -0.87880 -1.80438 -5.47798 0.002 -0.001 0.002 0.00
H 0.50301 -0.80121 -3.69201 -0.004 0.001 0.003 0.00
H -3.42840 -2.82559 -0.37691 -0.053 0.061 -0.010 0.00
H -3.64225 -3.23953 -2.56284 0.004 0.006 0.001 0.00
```
Positions in Å, forces in eV/Å.

Calculated values
Relative energy (zero: lowest compared OMol25 entry of this formula, charge and spin): 12.3 kJ/mol
Spin multiplicity: 2
HOMO-LUMO gap (alpha / beta): 7.6 / 7.4 eV
Net charge: -1



6.
Below is a molecular structure, C16H15ClPbTe in a non-equilibrium geometry, with properties calculated with ωB97M-V/def2-TZVPD.

```
34
Properties=species:S:1:pos:R:3:forces:R:3:mulliken_charge:R:1
C 1.88181 -0.35457 1.97357 0.541 -1.507 0.876 -0.76
C 2.89969 -0.93884 1.11795 -0.046 -1.118 1.307 -0.60
C 2.46611 -2.28054 0.75980 -0.092 0.078 1.978 -0.57
H 3.81498 -0.42769 0.75825 -0.827 -0.415 0.234 0.40
C 1.16088 -2.50987 1.37097 1.587 0.162 1.107 -0.82
C 0.80945 -1.31596 2.12233 1.735 -0.598 1.021 -0.57
H -0.15500 -1.12969 2.62214 0.814 -0.175 -0.374 0.65
H 1.86357 0.68199 2.34368 0.016 -0.756 -0.326 0.54
H 3.00113 -2.98781 0.09517 -0.525 0.703 0.527 0.55
H 0.50751 -3.39058 1.21092 0.539 0.756 0.109 0.43
Pb 0.78376 -0.61703 -0.23862 -0.793 0.580 -0.201 1.01
Cl 1.00685 1.81084 -0.13280 0.208 3.979 0.168 -0.71
C 0.32511 -0.34186 -2.60961 0.969 -1.106 -1.480 -0.44
C 0.03240 -1.74209 -2.36464 1.229 -0.345 -1.445 -0.75
C 1.29160 -2.42449 -2.09509 -0.656 0.685 -1.287 -0.59
H -0.98160 -2.18239 -2.26277 1.045 0.449 -0.171 0.63
C 2.35582 -1.45506 -2.18953 -0.670 0.443 -1.358 -0.46
C 1.77234 -0.16685 -2.52211 -0.249 -1.258 -1.115 -1.02
H 2.30768 0.80180 -2.57067 -0.502 -0.883 0.095 0.46
H -0.41671 0.46564 -2.70977 0.533 -0.539 0.016 0.56
H 1.38470 -3.48803 -1.79057 -0.050 0.963 -0.226 0.41
H 3.43208 -1.63530 -1.98889 -0.956 0.162 -0.100 0.41
Te -1.94697 -1.17524 0.30312 -3.458 -0.726 0.425 -0.37
C -2.33354 0.84942 0.57262 -0.601 0.968 0.296 0.16
C -2.53944 1.36716 1.88983 0.149 0.034 -1.337 -0.48
C -2.84192 2.71526 2.05994 0.031 -0.080 0.123 -0.33
C -2.94388 3.57382 0.96209 -0.092 0.085 0.043 -0.40
C -2.74244 3.07878 -0.32733 -0.009 -0.124 -0.211 -0.39
C -2.44557 1.73588 -0.54132 0.039 -0.402 1.203 -0.30
H -2.45761 0.67838 2.73079 -0.041 0.255 -0.157 0.26
H -3.00414 3.09826 3.07220 0.053 -0.026 -0.277 0.28
H -3.18387 4.63111 1.11171 0.098 -0.324 -0.036 0.31
H -2.82041 3.74570 -1.19246 0.043 -0.134 0.307 0.29
H -2.28437 1.32983 -1.54092 -0.062 0.216 0.270 0.23
```
Positions in Å, forces in eV/Å.

Calculated values
HOMO-LUMO gap: 3.9 eV
Net charge: -2